# 1
Formula: C27H54Mg2O36P2V
Source: OMol25
Level of theory: ωB97M-V with the def2-TZVPD basis set

The calculation puts the frontier orbital gap (alpha / beta) at 0.28734 / 0.29623 Ha. Its lowest unoccupied orbital energy (alpha / beta) is -0.009 / -0.009 eV. As for the expectation value of S²: 0.767. The HOMO energy (alpha / beta) comes out at -7.828 / -8.070 eV.

ORCA input file:
```
! wB97M-V def2-TZVPD RIJCOSX def2/J DEFGRID3
* xyz 0 2
O -4.2431 -0.0770 1.0660
V -2.7055 -0.1621 1.4041
Mg -1.6059 1.4452 -1.3801
Mg -0.5195 -2.3574 2.1117
P -2.4358 -2.1506 3.1935
O -2.4206 -2.2122 1.6006
O -1.4733 -0.9346 2.9724
O -1.4426 -3.2653 3.5370
O -3.7525 -1.7922 3.8281
P -0.6674 -0.2544 -0.2468
O -1.1911 1.0534 0.4850
O -0.0140 0.5562 -1.3825
O -2.2138 -0.2156 -0.6375
O -0.0723 -1.3622 0.5998
C -5.2198 0.5161 -2.0892
O -5.5874 1.5275 -1.1563
C -4.6495 2.3566 -0.7496
O -3.4540 2.2001 -0.8171
O -5.2790 3.3905 -0.2314
C -4.5811 4.4209 0.4649
H -4.7181 1.0313 -2.9127
H -6.0723 0.0193 -2.5459
H -4.5747 -0.2392 -1.6423
H -5.3193 5.1620 0.7590
H -3.8571 4.8787 -0.2015
H -4.1668 3.9942 1.3762
C 3.8276 -1.5732 2.5184
O 3.5533 -2.5082 3.5506
C 2.2749 -2.8255 3.6701
O 1.3810 -2.4675 2.9482
O 2.2002 -3.7625 4.6008
C 0.9418 -4.4169 4.7647
H 4.8660 -1.2951 2.3553
H 3.2643 -0.6413 2.5902
H 3.5278 -2.0080 1.5607
H 0.1952 -3.7848 5.2341
H 1.1496 -5.1950 5.5040
H 0.6455 -4.9321 3.8577
C 0.4081 -2.2640 -2.9363
O 0.5285 -3.5396 -3.5820
C 1.5526 -3.7437 -4.3947
O 2.3966 -2.9186 -4.6169
O 1.4177 -4.9353 -4.9523
C 2.5630 -5.5246 -5.5423
H 1.4048 -1.8330 -2.8442
H -0.0130 -2.3511 -1.9416
H -0.1357 -1.6310 -3.6355
H 3.2961 -5.9107 -4.8322
H 3.0706 -4.8556 -6.2343
H 2.2193 -6.4071 -6.0776
C 0.7963 1.1201 3.3626
O 1.3221 2.4412 3.3509
C 2.4513 2.6337 2.6861
O 3.1248 1.7503 2.2029
O 2.7310 3.9230 2.6845
C 3.9013 4.3789 2.0350
H 0.1205 1.0001 2.5129
H 0.3380 0.8746 4.3145
H 1.4998 0.3075 3.1693
H 4.0129 5.4164 2.3499
H 3.8315 4.3295 0.9502
H 4.8199 3.9076 2.3877
C 3.0305 -0.6163 -0.5555
O 4.4332 -0.4186 -0.5398
C 4.9131 0.8304 -0.5567
O 4.2805 1.8188 -0.7754
O 6.2435 0.7412 -0.4834
C 7.0254 1.8373 -0.8520
H 2.5379 0.0257 0.1818
H 2.7412 -1.6242 -0.2723
H 2.6697 -0.3235 -1.5420
H 6.7246 2.7982 -0.4319
H 7.1766 1.9556 -1.9282
H 8.0367 1.6615 -0.4802
C 2.3960 -5.1451 0.5197
O 1.3184 -5.9341 0.9985
C 0.1619 -5.3994 1.3211
O -0.0463 -4.2129 1.3323
O -0.7066 -6.3410 1.5856
C -2.0471 -5.9085 1.7691
H 2.1212 -4.0915 0.6040
H 2.6156 -5.3961 -0.5149
H 3.2724 -5.3213 1.1401
H -2.5905 -5.7014 0.8493
H -2.1386 -5.0816 2.4749
H -2.5840 -6.7123 2.2768
C -3.0205 1.0832 5.1949
O -2.3706 2.2619 4.6565
C -2.3339 2.4795 3.3680
O -2.8914 1.7903 2.5349
O -1.5962 3.5612 3.1696
C -1.2169 3.8515 1.8281
H -2.4353 0.9036 6.0930
H -2.8099 0.2483 4.5339
H -4.0866 1.2317 5.3224
H -1.9457 4.4815 1.3222
H -0.9257 2.9140 1.3525
H -0.2868 4.4249 1.8268
C -1.9319 5.7842 -1.9711
O -0.5650 5.5085 -1.6770
C -0.3012 4.2489 -1.3390
O -0.9686 3.2680 -1.6029
O 0.8288 4.2523 -0.6957
C 1.5494 3.0471 -0.4697
H -2.4926 5.9984 -1.0602
H -2.4473 4.9362 -2.4242
H -1.9694 6.6508 -2.6227
H 1.0467 2.3261 0.1706
H 2.4794 3.3392 0.0036
H 1.7649 2.5645 -1.4210
C -1.2223 1.8546 -6.5901
O -1.3966 2.0023 -5.1907
C -2.0206 1.1443 -4.4335
O -2.1945 1.2487 -3.2477
O -2.2928 0.0214 -5.0938
C -3.1599 -0.9498 -4.5384
H -0.5288 1.0656 -6.8726
H -0.7985 2.7998 -6.9238
H -2.1704 1.7427 -7.1147
H -4.2241 -0.7429 -4.6389
H -2.9481 -1.1846 -3.4922
H -2.9511 -1.8863 -5.0544
*
```

=====

# 2
Formula: F3H3SSi2
Source: OMol25
Level of theory: ωB97M-V with the def2-TZVPD basis set

The calculation puts the frontier orbital gap (alpha / beta) at 0.31397 / 0.21226 Ha. Its lowest unoccupied orbital energy (alpha / beta) is -1.782 / -2.756 eV. The HOMO energy (alpha / beta) comes out at -10.326 / -8.532 eV.

ORCA input file:
```
! wB97M-V def2-TZVPD RIJCOSX def2/J DEFGRID3
* xyz 0 1
F -2.4911 -1.0505 -1.5361
F -2.0330 1.1130 -0.5041
F -2.4603 -1.0856 0.9244
Si 0.5820 -0.7287 -0.5442
Si -1.6650 -0.4465 -0.2921
S 2.9546 1.7257 1.3028
H 0.9342 -2.3518 -0.5777
H 1.4656 0.2140 -1.0933
H 2.7129 2.6103 2.3203
*
```

=====

# 3
Formula: C6H9NS
Source: OMol25
Level of theory: ωB97M-V with the def2-TZVPD basis set

The calculation puts the frontier orbital gap (alpha / beta) at 0.29173 / 0.29152 Ha. Its lowest unoccupied orbital energy (alpha / beta) is -0.454 / -0.463 eV. The HOMO energy (alpha / beta) comes out at -8.392 / -8.396 eV.

ORCA input file:
```
! wB97M-V def2-TZVPD RIJCOSX def2/J DEFGRID3
* xyz 0 1
C 0.5432 2.4803 -0.0791
C 0.2845 1.2931 -0.7102
C -0.7778 0.3982 -0.2348
C 2.5016 0.4836 -1.0171
C -0.3960 -1.0970 0.1215
C -2.0223 0.9726 0.5582
N 0.7204 3.4557 0.5036
S -0.7213 0.8320 -2.0156
H 3.0063 1.1920 -0.3319
H 2.7755 0.6766 -2.0322
H 2.0948 -0.4420 -0.5786
H 0.3777 -1.3349 -0.5770
H -1.1709 -1.8595 0.1290
H 0.0217 -0.9959 1.0956
H -2.2643 0.4136 1.5110
H -2.8121 1.0950 -0.1212
H -1.8124 1.8726 0.9395
*
```

=====

Looking at energy above the lowest of the compared OMol25 structures with the same formula, charge and spin for the records above, in order, we have 0.0 403.5 428.1 kJ/mol.